1.
DFT (ωB97M-V/def2-TZVPD) results for a cluster of 5 separate species, C35H42N3O in total.

```
81
Properties=species:S:1:pos:R:3
C -0.25 -3.59 -2.54
C -0.45 -2.71 -3.75
O -1.08 -3.11 -4.71
N 0.18 -1.47 -3.68
C 0.51 -0.85 -4.97
C -0.52 -0.56 -2.75
C -1.90 -0.10 -3.30
C -3.06 -0.29 -2.33
C -3.54 -1.74 -2.28
C -4.00 -2.29 -3.60
C -3.83 -3.66 -3.90
C -4.25 -4.14 -5.11
C -4.83 -3.23 -5.98
N -4.94 -1.98 -5.61
N -4.55 -1.45 -4.46
H 0.03 -4.59 -2.89
H 0.50 -3.20 -1.87
H -1.18 -3.73 -2.00
H 0.11 0.16 -5.05
H 0.14 -1.43 -5.80
H 1.60 -0.78 -5.06
H -0.61 -1.01 -1.77
H 0.10 0.33 -2.65
H -2.10 -0.68 -4.21
H -1.85 0.95 -3.58
H -3.90 0.36 -2.58
H -2.77 -0.01 -1.31
H -4.38 -1.83 -1.59
H -2.76 -2.39 -1.90
H -3.34 -4.29 -3.18
H -4.14 -5.17 -5.40
H -5.20 -3.51 -6.96
H -5.35 -1.31 -6.25
C 0.63 2.89 1.96
C 2.00 2.78 1.72
C 2.45 2.45 0.46
C 1.55 2.23 -0.57
C 0.18 2.34 -0.33
C -0.27 2.67 0.94
H 0.28 3.16 2.95
H 2.70 2.96 2.52
H 3.52 2.37 0.27
H 1.90 1.97 -1.56
H -0.53 2.17 -1.13
H -1.34 2.75 1.13
C 4.69 1.71 5.79
C 4.97 2.55 6.85
C 4.03 3.50 7.25
C 2.82 3.59 6.59
C 2.54 2.74 5.53
C 3.48 1.81 5.12
H 5.42 0.98 5.47
H 5.92 2.48 7.37
H 4.25 4.16 8.08
H 2.09 4.33 6.90
H 1.59 2.82 5.01
H 3.26 1.15 4.28
C 2.90 6.23 4.30
C 2.04 6.71 3.31
C 1.60 8.02 3.36
C 2.02 8.86 4.38
C 2.88 8.39 5.36
C 3.32 7.07 5.32
H 3.24 5.20 4.27
H 1.71 6.05 2.52
H 0.93 8.39 2.59
H 1.68 9.89 4.41
H 3.21 9.05 6.15
H 3.99 6.70 6.08
C -0.23 -8.29 -0.74
C -0.85 -7.65 0.32
C -1.95 -6.84 0.10
C -2.44 -6.68 -1.19
C -1.82 -7.32 -2.25
C -0.71 -8.12 -2.03
H 0.63 -8.92 -0.57
H -0.47 -7.79 1.33
H -2.44 -6.34 0.93
H -3.31 -6.05 -1.36
H -2.20 -7.19 -3.26
H -0.23 -8.62 -2.86
```

The calculation puts the orbital gap at 0.207 Ha. For the LUMO energy, the calculation gives -4.67 eV. The value obtained for the largest force on an atom is 0.606 eV/A. The energy above the lowest of the compared OMol25 structures with the same formula, charge and spin is 17.7 kcal per mole. Its charge is +1.

Löwdin analysis output, partial charges in e: atom 1 (C): 0.0186, atom 2 (C): -0.5005, atom 3 (O): 0.0623, atom 4 (N): -0.1157, atom 5 (C): -0.0364, atom 6 (C): -0.1441, atom 7 (C): -0.1658, atom 8 (C): -0.1790, atom 9 (C): -0.1161, atom 10 (C): -0.2257, atom 11 (C): 0.0614, atom 12 (C): 0.0313, atom 13 (C): 0.0093, atom 14 (N): 0.0822, atom 15 (N): 0.1883, atom 16 (H): 0.0949, atom 17 (H): 0.0908, atom 18 (H): 0.0582, atom 19 (H): 0.0872, atom 20 (H): 0.0843, atom 21 (H): 0.0921, atom 22 (H): 0.1238, atom 23 (H): 0.1025, atom 24 (H): 0.0940, atom 25 (H): 0.1141, atom 26 (H): 0.1111, atom 27 (H): 0.1183, atom 28 (H): 0.1407, atom 29 (H): 0.0969, atom 30 (H): 0.1172, atom 31 (H): 0.1347, atom 32 (H): 0.1515, atom 33 (H): 0.1878, atom 34 (C): -0.0901, atom 35 (C): -0.0885, atom 36 (C): -0.0825, atom 37 (C): -0.1001, atom 38 (C): -0.1099, atom 39 (C): -0.0928, atom 40 (H): 0.0961, atom 41 (H): 0.0869, atom 42 (H): 0.1056, atom 43 (H): 0.0964, atom 44 (H): 0.0851, atom 45 (H): 0.1005, atom 46 (C): -0.0915, atom 47 (C): -0.0894, atom 48 (C): -0.0911, atom 49 (C): -0.1073, atom 50 (C): -0.1132, atom 51 (C): -0.1044, atom 52 (H): 0.1010, atom 53 (H): 0.1023, atom 54 (H): 0.1034, atom 55 (H): 0.1067, atom 56 (H): 0.0899, atom 57 (H): 0.0966, atom 58 (C): -0.0981, atom 59 (C): -0.0938, atom 60 (C): -0.0970, atom 61 (C): -0.0963, atom 62 (C): -0.0929, atom 63 (C): -0.0936, atom 64 (H): 0.0848, atom 65 (H): 0.0914, atom 66 (H): 0.0994, atom 67 (H): 0.1005, atom 68 (H): 0.1011, atom 69 (H): 0.0983, atom 70 (C): -0.0820, atom 71 (C): -0.0837, atom 72 (C): -0.0932, atom 73 (C): -0.1218, atom 74 (C): -0.1117, atom 75 (C): -0.0904, atom 76 (H): 0.1065, atom 77 (H): 0.1061, atom 78 (H): 0.1028, atom 79 (H): 0.0860, atom 80 (H): 0.0934, atom 81 (H): 0.1045


2.
DFT (ωB97M-V/def2-TZVPD) results for the molecule C8H15N2O4P in a non-equilibrium geometry.

```
30
Properties=species:S:1:pos:R:3
C 0.32 -1.46 0.13
C 2.57 -0.58 0.12
C 0.77 -2.68 -0.17
C 1.89 1.34 1.51
C 2.27 1.47 -1.00
C -2.43 -1.85 -1.69
C -2.49 1.07 1.57
C 2.66 0.86 0.27
N 2.94 -1.73 0.10
N 0.22 -3.92 -0.31
O -2.21 -1.85 1.01
O 2.21 -2.75 -0.22
O -1.96 -0.66 -1.14
O -1.20 0.56 1.08
P -1.32 -0.91 0.33
H 0.93 0.86 1.44
H 1.51 2.37 1.42
H 2.27 0.93 2.47
H 1.25 1.82 -0.90
H 2.36 0.75 -1.86
H 2.88 2.40 -1.11
H -2.91 -1.70 -2.60
H -3.11 -2.37 -0.93
H -1.53 -2.58 -1.82
H -2.25 1.53 2.52
H -3.12 0.25 1.87
H -3.09 1.86 0.95
H 3.83 1.09 0.39
H -0.51 -3.96 0.30
H 0.85 -4.64 -0.17
```

The calculation puts the orbital gap at 0.319 Ha. For the LUMO energy, the calculation gives -0.01 eV. The value obtained for the largest force on an atom is 4.534 eV/A. The energy above the lowest of the compared OMol25 structures with the same formula, charge and spin is 136.1 kcal per mole.

Löwdin analysis output, partial charges in e: atom 1 (C): -0.0133, atom 2 (C): 0.0159, atom 3 (C): -0.3892, atom 4 (C): -0.0472, atom 5 (C): -0.0833, atom 6 (C): -0.1524, atom 7 (C): -0.0976, atom 8 (C): -0.4384, atom 9 (N): 0.0607, atom 10 (N): 0.1658, atom 11 (O): -0.2781, atom 12 (O): -0.0373, atom 13 (O): -0.2494, atom 14 (O): -0.2859, atom 15 (P): 0.4620, atom 16 (H): 0.0193, atom 17 (H): 0.0989, atom 18 (H): 0.1003, atom 19 (H): 0.0805, atom 20 (H): 0.1113, atom 21 (H): 0.1022, atom 22 (H): 0.0541, atom 23 (H): 0.1009, atom 24 (H): 0.1034, atom 25 (H): 0.0723, atom 26 (H): 0.0579, atom 27 (H): 0.1262, atom 28 (H): 0.1920, atom 29 (H): 0.0696, atom 30 (H): 0.0786


3.
DFT (ωB97M-V/def2-TZVPD) results for a structure of composition C11H9CrF6N2O6 in a non-equilibrium geometry.

```
35
Properties=species:S:1:pos:R:3
Cr -0.33 -0.09 0.03
O 0.27 -0.03 6.06
C 0.09 0.01 4.73
C -0.05 1.21 4.02
C -0.22 1.12 2.66
N -0.25 -0.05 2.05
C -0.15 -1.20 2.70
C 0.03 -1.23 4.06
C -0.24 -2.38 1.73
O -0.15 -3.52 2.10
O -0.41 -1.96 0.49
C -0.38 2.27 1.65
O -0.35 3.42 2.01
O -0.54 1.82 0.43
H 0.31 0.86 6.42
H -0.03 2.18 4.50
H 0.11 -2.16 4.59
N 1.90 -0.07 0.01
H 2.27 -1.00 0.16
H 2.35 0.57 0.65
H 2.13 0.21 -0.94
C -1.77 0.63 -3.65
C -0.48 0.01 -3.16
O -0.40 -0.03 -1.80
C -0.38 -1.45 -3.68
F -1.40 -2.17 -3.20
F -0.43 -1.51 -5.02
F 0.75 -2.06 -3.28
C 0.72 0.85 -3.65
F 0.79 0.91 -4.99
F 0.61 2.10 -3.20
F 1.90 0.38 -3.21
H -2.61 0.03 -3.29
H -1.81 0.68 -4.74
H -1.86 1.63 -3.24
```

The calculation puts the orbital gap (alpha / beta) at 0.305 / 0.353 Ha. Its spin multiplicity is 4. For the LUMO energy (alpha / beta), the calculation gives -1.33 / -0.75 eV. The value obtained for the largest force on an atom is 2.045 eV/A.

Löwdin analysis output, partial charges in e: atom 1 (Cr): 1.0842, atom 2 (O): 0.0994, atom 3 (C): -0.2633, atom 4 (C): 0.0908, atom 5 (C): -0.1447, atom 6 (N): 0.0215, atom 7 (C): -0.1398, atom 8 (C): 0.1032, atom 9 (C): -0.5342, atom 10 (O): 0.1207, atom 11 (O): -0.1345, atom 12 (C): -0.5473, atom 13 (O): 0.1095, atom 14 (O): -0.1227, atom 15 (H): 0.1226, atom 16 (H): 0.1378, atom 17 (H): 0.1430, atom 18 (N): 0.1105, atom 19 (H): 0.0869, atom 20 (H): 0.0837, atom 21 (H): 0.0612, atom 22 (C): 0.0337, atom 23 (C): -0.4312, atom 24 (O): -0.2358, atom 25 (C): -0.5635, atom 26 (F): 0.1646, atom 27 (F): 0.1559, atom 28 (F): 0.1660, atom 29 (C): -0.5569, atom 30 (F): 0.1664, atom 31 (F): 0.1667, atom 32 (F): 0.1410, atom 33 (H): 0.1009, atom 34 (H): 0.1012, atom 35 (H): 0.1027


4.
DFT (ωB97M-V/def2-TZVPD) results for a cluster of 5 separate species, C35H33F3I2O10SSi in total in a non-equilibrium geometry.

```
85
Properties=species:S:1:pos:R:3
C 1.78 1.81 4.29
C 0.30 1.83 3.95
C -0.32 3.00 2.98
Si -0.84 2.33 1.21
C 0.61 1.21 0.61
C 0.27 -0.39 0.55
C 1.05 -1.08 -0.76
C 2.65 -0.69 -0.84
C -2.52 1.40 1.47
I -3.32 1.26 3.55
C -3.33 0.76 0.39
C -4.79 0.00 0.62
I -2.62 0.77 -1.72
S -1.18 3.93 -0.21
O -0.46 3.52 -1.55
O -2.72 4.14 -0.52
C -0.45 5.58 0.28
F -1.29 6.63 -0.41
F 0.92 5.74 -0.30
F -0.53 5.90 1.73
H 2.25 2.76 4.85
H 2.41 0.86 4.01
H -0.37 0.99 4.42
H -1.27 3.55 3.43
H 0.55 3.79 2.75
H 1.51 1.33 1.39
H 1.04 1.56 -0.42
H -0.86 -0.67 0.61
H 0.80 -0.89 1.50
H 0.52 -0.80 -1.78
H 0.99 -2.26 -0.64
H 3.32 -1.60 -1.20
H 3.09 -0.25 0.16
H 2.80 0.15 -1.66
H -5.40 0.18 -0.39
H -5.45 0.49 1.47
H -4.71 -1.16 0.73
O 6.36 1.66 9.53
C 5.67 2.22 8.69
C 4.34 2.77 9.04
C 3.58 3.38 8.12
C 4.04 3.54 6.72
O 3.35 4.10 5.89
C 5.37 2.99 6.38
C 6.13 2.38 7.30
H 4.02 2.65 10.06
H 2.61 3.79 8.35
H 5.69 3.11 5.35
H 7.10 1.97 7.06
O -6.87 -1.57 0.45
C -7.69 -1.62 -0.46
C -9.02 -1.02 -0.32
C -9.92 -1.07 -1.31
C -9.61 -1.73 -2.59
O -10.42 -1.78 -3.50
C -8.27 -2.34 -2.73
C -7.37 -2.28 -1.74
H -9.24 -0.53 0.63
H -10.91 -0.63 -1.22
H -8.05 -2.82 -3.68
H -6.39 -2.72 -1.83
O 4.32 -1.60 -3.11
C 4.13 -1.26 -4.26
C 2.84 -0.67 -4.68
C 2.62 -0.29 -5.94
C 3.66 -0.45 -6.98
O 3.47 -0.10 -8.14
C 4.95 -1.04 -6.56
C 5.17 -1.42 -5.30
H 2.09 -0.55 -3.91
H 1.69 0.15 -6.26
H 5.70 -1.16 -7.33
H 6.10 -1.86 -4.98
O 0.83 -2.61 -4.58
C 1.00 -3.71 -4.06
C 2.22 -4.01 -3.28
C 2.40 -5.20 -2.71
C 1.39 -6.27 -2.83
O 1.56 -7.36 -2.31
C 0.17 -5.97 -3.60
C -0.01 -4.78 -4.17
H 2.95 -3.21 -3.20
H 3.29 -5.44 -2.14
H -0.56 -6.77 -3.68
H -0.90 -4.54 -4.74
```

The calculation puts the orbital gap at 0.232 Ha. For the LUMO energy, the calculation gives -1.89 eV. The SMILES is C=CC[Si@@](CCCC)(/C(I)=C(/C)I)S(=O)(=O)C(F)(F)F.O=C1C=CC(=O)C=C1.O=C1C=CC(=O)C=C1.O=C1C=CC(=O)C=C1.O=C1C=CC(=O)C=C1. The value obtained for the largest force on an atom is 9.188 eV/A. The energy above the lowest of the compared OMol25 structures with the same formula, charge and spin is 218.9 kcal per mole.

Löwdin analysis output, partial charges in e: atom 1 (C): -0.0260, atom 2 (C): -0.2117, atom 3 (C): -0.3266, atom 4 (Si): 0.4783, atom 5 (C): -0.2781, atom 6 (C): -0.2503, atom 7 (C): -0.2484, atom 8 (C): -0.1428, atom 9 (C): -0.7076, atom 10 (I): 0.8098, atom 11 (C): -0.6758, atom 12 (C): -0.2078, atom 13 (I): 0.8644, atom 14 (S): 0.7275, atom 15 (O): -0.4401, atom 16 (O): -0.4086, atom 17 (C): -0.3025, atom 18 (F): -0.0077, atom 19 (F): 0.0021, atom 20 (F): 0.0091, atom 21 (H): 0.0494, atom 22 (H): 0.0709, atom 23 (H): 0.0590, atom 24 (H): 0.0595, atom 25 (H): 0.0968, atom 26 (H): 0.0911, atom 27 (H): 0.0891, atom 28 (H): 0.0763, atom 29 (H): 0.1198, atom 30 (H): 0.0849, atom 31 (H): 0.1079, atom 32 (H): 0.0685, atom 33 (H): 0.0793, atom 34 (H): 0.0779, atom 35 (H): 0.0699, atom 36 (H): 0.0604, atom 37 (H): 0.0988, atom 38 (O): 0.1036, atom 39 (C): -0.3824, atom 40 (C): 0.0241, atom 41 (C): 0.0268, atom 42 (C): -0.3823, atom 43 (O): 0.0601, atom 44 (C): 0.0262, atom 45 (C): 0.0244, atom 46 (H): 0.1238, atom 47 (H): 0.1243, atom 48 (H): 0.1247, atom 49 (H): 0.1237, atom 50 (O): 0.0450, atom 51 (C): -0.3711, atom 52 (C): 0.0285, atom 53 (C): 0.0249, atom 54 (C): -0.3816, atom 55 (O): 0.1049, atom 56 (C): 0.0256, atom 57 (C): 0.0282, atom 58 (H): 0.1243, atom 59 (H): 0.1241, atom 60 (H): 0.1241, atom 61 (H): 0.1246, atom 62 (O): 0.0406, atom 63 (C): -0.3733, atom 64 (C): 0.0049, atom 65 (C): 0.0311, atom 66 (C): -0.3788, atom 67 (O): 0.1031, atom 68 (C): 0.0264, atom 69 (C): 0.0283, atom 70 (H): 0.1046, atom 71 (H): 0.1290, atom 72 (H): 0.1231, atom 73 (H): 0.1219, atom 74 (O): 0.0904, atom 75 (C): -0.3603, atom 76 (C): 0.0333, atom 77 (C): 0.0346, atom 78 (C): -0.3827, atom 79 (O): 0.1015, atom 80 (C): 0.0238, atom 81 (C): 0.0252, atom 82 (H): 0.0870, atom 83 (H): 0.1262, atom 84 (H): 0.1230, atom 85 (H): 0.1220


5.
DFT (ωB97M-V/def2-TZVPD) results for a structure of composition C4H16AgFN8O4 in a non-equilibrium geometry.

```
34
Properties=species:S:1:pos:R:3
Ag -1.45 1.01 0.75
F -0.35 2.15 -0.66
C -2.38 -1.30 2.31
O -2.52 -0.09 2.13
N -3.42 -2.01 2.76
N -1.28 -1.94 2.23
H -3.30 -3.01 2.74
H -4.30 -1.57 2.88
H -1.18 -2.86 2.65
H -0.61 -1.83 1.50
C -0.74 -0.39 -2.60
O -0.70 -1.26 -3.35
N 0.42 0.24 -2.16
N -1.83 0.13 -2.05
H 1.26 -0.18 -2.58
H 0.44 0.70 -1.26
H -2.70 -0.36 -2.24
H -1.82 0.85 -1.40
C 1.75 -1.58 2.23
O 1.29 -2.28 1.41
N 1.97 -1.92 3.56
N 2.07 -0.20 1.94
H 2.52 -1.31 4.15
H 1.96 -2.89 3.83
H 2.39 0.44 2.65
H 2.21 0.15 1.01
C 1.72 2.62 -3.06
O 2.59 2.58 -3.85
N 1.68 3.25 -1.89
N 0.55 1.97 -3.31
H 2.57 3.66 -1.74
H 0.94 3.11 -1.20
H -0.28 2.55 -3.12
H 0.54 1.55 -4.23
```

The calculation puts the orbital gap (alpha / beta) at 0.384 / 0.286 Ha. Its spin multiplicity is 2. For the LUMO energy (alpha / beta), the calculation gives -2.80 / -5.48 eV. The value obtained for the largest force on an atom is 5.723 eV/A. Its charge is +1.

Löwdin analysis output, partial charges in e: atom 1 (Ag): 0.8388, atom 2 (F): -0.5487, atom 3 (C): -0.7107, atom 4 (O): -0.1026, atom 5 (N): 0.2000, atom 6 (N): 0.2024, atom 7 (H): 0.1223, atom 8 (H): 0.1198, atom 9 (H): 0.1412, atom 10 (H): 0.0657, atom 11 (C): -0.7066, atom 12 (O): 0.1758, atom 13 (N): 0.2275, atom 14 (N): 0.1900, atom 15 (H): 0.1686, atom 16 (H): 0.0658, atom 17 (H): 0.1403, atom 18 (H): -0.0018, atom 19 (C): -0.6546, atom 20 (O): 0.0445, atom 21 (N): 0.1604, atom 22 (N): 0.1289, atom 23 (H): 0.0956, atom 24 (H): 0.1147, atom 25 (H): 0.0829, atom 26 (H): 0.0809, atom 27 (C): -0.7162, atom 28 (O): 0.1583, atom 29 (N): 0.1984, atom 30 (N): 0.2140, atom 31 (H): 0.1190, atom 32 (H): 0.0684, atom 33 (H): 0.1665, atom 34 (H): 0.1502